Computed, not measured: the ion C12H11FN with charge +1 at a distorted geometry, with ωB97M-V/def2-TZVPD.

Structure (XYZ):
```
25
Properties=species:S:1:pos:R:3:forces:R:3:mulliken_charge:R:1
C 2.097 2.134 2.420 -0.447 -1.696 -0.358 -0.4014
C 1.720 2.168 1.106 0.625 2.133 -0.800 -0.6152
C 1.567 1.126 3.239 -0.427 1.170 0.620 -0.5244
C -1.398 -1.307 -3.412 0.299 -1.344 0.786 -0.0476
C -2.158 -0.467 -2.610 -0.041 0.889 -0.186 -0.6859
C -0.209 -1.919 -2.830 -1.714 1.807 -2.948 -0.8466
C 0.840 1.231 0.555 0.452 1.776 -1.949 0.0755
C 0.673 0.227 2.740 -0.003 -1.094 -2.895 -0.7091
C -1.847 -0.160 -1.316 2.366 -2.167 0.619 -0.0438
C 0.046 -1.538 -1.543 2.686 -1.747 1.345 0.3369
C 0.363 0.212 1.310 -0.364 0.564 2.475 0.7311
C -0.594 -0.834 0.850 0.771 2.590 -2.858 -0.3021
N -0.735 -0.766 -0.795 -0.812 -0.433 1.566 0.1159
F -1.865 -0.661 1.175 -0.921 0.048 1.192 -0.2768
H 2.879 2.744 2.777 0.416 0.974 0.489 0.4340
H 2.085 3.085 0.527 -0.571 -1.759 0.443 0.2686
H 1.721 1.249 4.303 0.287 -0.628 0.080 0.3728
H -1.902 -1.577 -4.375 1.284 0.198 0.670 0.3547
H -3.007 0.057 -2.973 -0.726 -0.016 -0.607 0.4167
H 0.486 -2.437 -3.540 -0.663 0.108 1.393 0.3621
H 0.594 1.456 -0.515 -0.012 -0.791 1.028 0.2495
H 0.311 -0.635 3.257 -0.279 -0.063 0.895 0.4052
H -2.419 0.317 -0.575 -0.867 0.951 0.186 0.5131
H 0.943 -1.978 -0.989 -1.298 0.738 -0.872 0.3274
H -0.190 -1.727 1.215 -0.040 -2.209 -0.312 0.4896
```
Forces are in eV/Å.

Properties
gap between HOMO and LUMO: 8.26 eV
E: -618.19555 hartree
E_HOMO: -12.788 eV
total charge: +1
SMILES: F[C@H](c1ccccc1)[n+]1ccccc1
LUMO: -4.52 eV
ΔE to the lowest compared entry with this formula, charge and spin: 0.00 kcal per mole